{
  "formula": "C20H29N3O3S",
  "method": "the ωB97M-V functional and the def2-TZVPD basis",
  "elements": ["C", "C", "C", "C", "C", "O", "N", "C", "C", "C", "N", "C", "O", "C", "C", "C", "C", "C", "C", "N", "O", "C", "C", "C", "C", "S", "C", "H", "H", "H", "H", "H", "H", "H", "H", "H", "H", "H", "H", "H", "H", "H", "H", "H", "H", "H", "H", "H", "H", "H", "H", "H", "H", "H", "H", "H"],
  "xyz": [[-2.275, -2.757, 1.610], [-1.973, -1.380, 1.028], [-0.484, -1.153, 0.761], [-0.177, 0.012, -0.181], [-0.578, 1.383, 0.348], [-1.483, 1.482, 1.161], [0.083, 2.477, -0.096], [1.174, 2.446, -1.063], [-0.209, 3.794, 0.454], [0.019, 3.906, 1.975], [-1.316, 4.003, 2.567], [-1.620, 3.945, 3.882], [-2.782, 4.019, 4.270], [-0.495, 3.792, 4.826], [-0.706, 3.597, 6.125], [0.323, 3.445, 7.126], [0.271, 3.210, 8.465], [1.617, 3.173, 8.873], [2.175, 2.947, 10.241], [2.425, 3.371, 7.864], [1.615, 3.543, 6.759], [-2.384, 4.122, 1.583], [-1.637, 4.283, 0.272], [-1.913, 5.473, -0.612], [-2.359, 4.104, -1.032], [0.503, -1.025, 2.284], [1.264, -2.664, 2.317], [-3.350, -2.891, 1.735], [-1.912, -3.560, 0.962], [-1.815, -2.876, 2.592], [-2.530, -1.244, 0.096], [-2.341, -0.616, 1.711], [-0.116, -2.042, 0.239], [0.894, -0.018, -0.380], [-0.696, -0.140, -1.133], [1.205, 1.525, -1.635], [1.046, 3.252, -1.787], [2.141, 2.581, -0.570], [0.466, 4.499, -0.026], [0.577, 3.047, 2.343], [0.573, 4.825, 2.184], [0.519, 3.845, 4.450], [-1.721, 3.541, 6.503], [-0.609, 3.080, 9.072], [1.382, 2.794, 10.972], [2.820, 2.070, 10.260], [2.769, 3.800, 10.566], [-2.958, 3.195, 1.578], [-3.047, 4.960, 1.792], [-2.657, 6.189, -0.287], [-1.088, 5.938, -1.139], [-1.840, 3.602, -1.839], [-3.411, 3.852, -0.992], [1.891, -2.736, 3.203], [0.508, -3.446, 2.365], [1.888, -2.821, 1.438]],
  "forces_ev_per_angstrom": [[0.1, 0.0, -0.1], [-0.2, 0.0, 0.3], [-0.4, -0.2, -0.3], [0.3, 0.2, 0.0], [-0.2, -0.4, 0.3], [0.1, 0.1, 0.1], [0.6, 0.1, -0.6], [0.0, 0.0, 0.0], [-0.3, 0.2, 0.5], [-0.3, 0.1, 0.0], [0.1, 0.2, 0.0], [-0.6, 0.0, -0.1], [0.1, 0.0, 0.0], [0.6, 0.0, 0.2], [-0.3, 0.0, 0.0], [0.6, 0.0, 0.2], [-0.6, 0.0, -0.2], [0.6, 0.0, 0.1], [0.0, 0.0, 0.2], [-0.2, 0.0, 0.1], [-0.1, 0.0, -0.2], [0.1, -0.3, -0.2], [-0.5, 0.0, -0.3], [0.1, 0.2, 0.0], [0.1, -0.2, 0.1], [0.0, 0.1, 0.2], [0.0, -0.1, -0.2], [0.0, 0.0, 0.0], [0.0, 0.0, 0.0], [0.0, 0.0, 0.0], [0.1, 0.0, -0.1], [0.1, 0.0, -0.1], [0.1, 0.0, 0.1], [-0.1, 0.0, -0.1], [0.0, 0.0, 0.0], [-0.1, 0.0, 0.1], [0.0, 0.0, 0.0], [0.0, 0.0, 0.0], [0.1, -0.2, -0.2], [0.0, 0.0, 0.1], [0.2, -0.1, 0.0], [0.0, 0.0, 0.1], [-0.1, 0.0, -0.1], [0.0, 0.0, 0.0], [-0.1, 0.0, -0.1], [0.0, 0.0, -0.1], [0.0, 0.0, -0.1], [-0.1, 0.2, 0.1], [0.0, 0.1, 0.1], [-0.1, -0.1, 0.1], [0.1, -0.1, 0.0], [0.1, 0.1, 0.0], [0.0, 0.1, 0.1], [0.0, 0.1, 0.0], [0.0, 0.0, 0.0], [0.0, 0.0, 0.0]],
  "mulliken_charge": [-1.393, -0.251, -0.216, -1.304, 0.805, -0.558, 0.241, -1.268, -0.601, -1.443, 0.125, 0.499, -0.723, -0.382, -0.464, 0.584, -0.791, 0.803, -1.087, -0.601, -0.109, -1.253, 0.906, -0.445, -1.061, 0.049, -0.904, 0.403, 0.335, 0.284, 0.375, 0.210, 0.537, 0.436, 0.318, 0.497, 0.367, 0.312, 0.931, 0.505, 0.387, 0.550, 0.422, 0.335, 0.305, 0.290, 0.290, 0.262, 0.577, 0.289, 0.227, 0.245, 0.259, 0.351, 0.272, 0.272],
  "max_force_ha_per_bohr": 0.016,
  "orbital_gap_ha": 0.320,
  "e_homo_ev": -8.532,
  "smiles": "CC[C@@H](CC(=O)N(C)[C@@H]1CN(C(=O)/C=C/c2cc(C)no2)CC12CC2)SC",
  "mol_weight_g_mol": 391.5
}

***

{
  "formula": "C36H30Cl2N5O6PPdS",
  "method": "the ωB97M-V functional and the def2-TZVPD basis",
  "elements": ["Pd", "N", "C", "C", "C", "C", "C", "C", "P", "C", "C", "C", "C", "C", "C", "C", "C", "C", "C", "C", "C", "H", "H", "H", "H", "H", "H", "H", "H", "H", "H", "H", "H", "H", "H", "H", "H", "Cl", "C", "C", "C", "C", "C", "Cl", "C", "S", "H", "H", "H", "C", "C", "C", "C", "N", "N", "C", "H", "H", "H", "H", "H", "H", "H", "H", "O", "C", "O", "C", "C", "C", "C", "C", "C", "N", "O", "O", "N", "O", "O", "H", "H", "H"],
  "xyz": [[0.488, 1.167, 0.348], [-0.740, 2.496, 1.903], [-1.324, 1.792, 3.014], [-1.425, 2.369, 4.268], [-2.018, 1.653, 5.299], [-2.516, 0.378, 5.074], [-2.399, -0.201, 3.820], [-1.791, 0.503, 2.783], [-1.356, -0.264, 1.201], [-1.159, -2.007, 1.618], [-0.020, -2.377, 2.339], [0.119, -3.680, 2.791], [-0.880, -4.613, 2.536], [-2.021, -4.243, 1.840], [-2.165, -2.940, 1.379], [-2.726, -0.126, 0.044], [-2.613, -0.951, -1.218], [-3.308, -0.359, -2.394], [-4.210, 0.638, -2.238], [-4.455, 1.220, -0.968], [-3.661, 0.857, 0.142], [-0.317, 3.370, 2.188], [-1.439, 2.694, 1.198], [-1.056, 3.376, 4.436], [-2.091, 2.098, 6.284], [-2.977, -0.177, 5.881], [-2.763, -1.208, 3.655], [0.737, -1.638, 2.569], [0.999, -3.966, 3.354], [-0.774, -5.630, 2.891], [-2.809, -4.964, 1.664], [-3.068, -2.655, 0.854], [-3.041, -1.947, -1.063], [-3.133, -0.827, -3.358], [-4.760, 1.004, -3.097], [-5.207, 1.991, -0.864], [-3.776, 1.393, 1.081], [2.320, 2.918, 0.904], [3.760, 2.223, 0.229], [4.961, 2.470, 0.830], [6.123, 1.957, 0.245], [6.078, 1.216, -0.926], [4.864, 0.950, -1.522], [4.824, -0.018, -2.932], [3.649, 1.434, -0.953], [2.149, 1.054, -1.653], [5.008, 3.055, 1.738], [7.079, 2.150, 0.715], [6.986, 0.832, -1.372], [-1.288, 2.002, -4.823], [-1.177, 2.460, -3.408], [-1.362, 3.695, -2.825], [-1.090, 3.529, -1.459], [-0.760, 2.258, -1.209], [-0.806, 1.639, -2.414], [-1.156, 4.598, -0.414], [-1.789, 2.756, -5.424], [-1.850, 1.069, -4.899], [-0.298, 1.832, -5.250], [-1.662, 4.609, -3.312], [-0.670, 0.641, -2.464], [-1.305, 5.562, -0.895], [-0.231, 4.660, 0.163], [-1.999, 4.451, 0.267], [-1.504, -3.282, -2.237], [-0.783, -2.447, -1.787], [-1.184, -1.185, -1.446], [0.661, -2.629, -1.450], [1.408, -3.672, -1.979], [2.719, -3.820, -1.557], [3.310, -3.007, -0.611], [2.528, -1.992, -0.095], [1.235, -1.792, -0.516], [3.074, -1.059, 0.905], [2.310, -0.232, 1.429], [4.239, -1.132, 1.176], [3.545, -4.905, -2.153], [4.630, -5.100, -1.650], [3.076, -5.488, -3.104], [0.992, -4.357, -2.706], [4.331, -3.181, -0.299], [0.710, -0.947, -0.111]],
  "forces_ev_per_angstrom": [[-0.9, 1.0, 0.3], [0.1, -0.6, 0.0], [0.0, 0.1, 0.0], [0.0, 0.1, 0.0], [0.0, 0.0, 0.0], [0.0, 0.0, 0.0], [-0.1, 0.0, 0.0], [0.1, 0.0, -0.2], [-0.2, -0.3, 0.1], [0.1, 0.1, 0.1], [-0.1, -0.1, 0.0], [0.0, 0.0, 0.0], [0.0, 0.0, 0.0], [0.0, 0.0, 0.0], [0.0, 0.0, 0.0], [0.3, -0.1, -0.3], [0.0, 0.0, 0.1], [0.1, 0.0, -0.1], [-0.1, 0.1, 0.1], [0.0, 0.0, -0.1], [-0.1, 0.0, 0.0], [0.1, 0.1, 0.0], [-0.1, 0.2, 0.0], [0.0, -0.1, 0.0], [0.0, 0.0, 0.0], [0.0, 0.0, 0.0], [0.0, 0.0, 0.0], [0.0, 0.0, 0.0], [0.0, 0.0, 0.0], [0.0, 0.0, 0.0], [0.0, 0.0, 0.0], [0.0, 0.0, 0.1], [0.0, -0.1, 0.0], [0.0, 0.0, 0.1], [0.0, 0.0, 0.0], [0.0, 0.0, 0.0], [0.0, 0.0, -0.1], [0.5, 0.3, 0.1], [0.0, -0.2, -0.2], [0.0, 0.1, 0.1], [0.1, 0.0, 0.0], [0.1, 0.0, 0.1], [-0.1, 0.1, 0.0], [0.0, 0.0, 0.0], [-0.2, 0.0, 0.0], [0.2, -0.3, 0.0], [0.0, 0.0, -0.1], [0.0, 0.0, 0.0], [0.0, 0.0, 0.0], [0.0, -0.1, 0.1], [0.0, 0.0, -0.1], [-0.1, 0.1, 0.1], [0.0, 0.1, 0.0], [0.1, -0.1, 0.0], [0.0, -0.1, 0.0], [0.0, -0.1, 0.0], [0.0, 0.0, 0.0], [0.0, 0.1, 0.0], [0.0, 0.0, 0.0], [0.0, -0.1, 0.0], [0.0, -0.1, 0.0], [0.0, 0.0, 0.0], [0.0, 0.0, 0.0], [0.0, 0.0, 0.0], [0.0, 0.1, 0.0], [0.0, 0.0, 0.1], [-0.1, 0.2, -0.1], [-0.1, -0.1, 0.0], [0.0, -0.1, -0.1], [0.0, -0.1, -0.1], [0.2, 0.0, 0.1], [0.0, 0.1, 0.0], [0.2, 0.1, 0.1], [-0.2, 0.0, 0.0], [0.1, -0.2, -0.2], [0.2, -0.1, 0.0], [0.1, 0.0, -0.1], [-0.2, 0.0, 0.0], [0.0, 0.1, 0.2], [0.0, 0.0, 0.0], [0.0, 0.0, 0.0], [-0.2, -0.4, -0.1]],
  "mulliken_charge": [-0.045, -0.028, 0.375, -0.847, -0.730, -0.883, -0.535, 0.147, 1.153, 1.165, -0.536, -0.825, -0.746, -0.888, -0.268, 0.211, -0.353, -1.243, -0.675, -1.146, -0.379, 0.398, -0.104, 0.478, 0.436, 0.478, 0.515, 0.483, 0.501, 0.462, 0.504, 0.464, 0.750, 0.787, 0.481, 0.453, 0.603, -0.151, 0.720, -0.680, -0.458, -0.709, 0.143, -0.105, 0.114, -0.108, 0.498, 0.438, 0.493, -1.351, 0.431, -1.394, 0.128, 1.731, 0.145, -1.401, 0.410, 0.264, 0.298, 0.535, -0.191, 0.474, 0.200, 0.240, -0.544, 0.041, 0.765, 0.015, -0.879, -0.490, -0.575, -0.088, 1.701, 1.286, -0.643, -0.606, 1.011, -0.589, -0.574, 0.660, 0.720, -0.534],
  "max_force_ha_per_bohr": 0.027,
  "spin_multiplicity": 5,
  "orbital_gap_ha": [0.236, 0.219],
  "e_homo_ev": [-12.743, -14.445],
  "s2": 6.068,
  "total_charge": 2,
  "mol_weight_g_mol": 869.0
}